{
  "formula": "C4H14NO2",
  "method": "ωB97M-V with the def2-TZVPD basis set",
  "s2": 0.754,
  "charge": 2,
  "e_tot_ha": -365.2062,
  "spin_multiplicity": 2,
  "relative_energy_kcal_mol": 60.55,
  "homo_lumo_gap_ev": [12.2, 4.9],
  "species": ["O", "C", "C", "N", "C", "C", "H", "H", "H", "H", "H", "H", "H", "H", "H", "H", "H", "H", "H", "H", "O"],
  "positions_angstrom": [[-0.2783, 1.8628, -0.8606], [0.8954, 1.2677, -1.0032], [0.9748, 0.1341, 0.1325], [-0.3880, -0.4844, 0.2598], [-0.4864, -1.1034, 1.5637], [2.0589, -0.8644, -0.2739], [-0.4949, 2.7668, -0.7578], [1.9055, 1.8096, -0.7938], [0.7597, 0.9560, -2.0125], [1.2141, 0.5808, 1.1663], [-1.0426, 0.3304, 0.1213], [-0.6151, -1.0992, -0.5985], [-1.4396, -1.6373, 1.6659], [-0.3639, -0.3199, 2.3922], [0.2450, -1.9373, 1.7273], [2.9987, -0.5711, -0.2412], [2.1457, -1.6541, 0.5702], [1.8367, -1.3700, -1.2586], [-3.5775, 0.2325, -1.3548], [-3.4037, 0.8441, 0.1345], [-2.9445, 0.2561, -0.5789]]
}

{
  "formula": "C11H13N5O",
  "method": "ωB97M-V with the def2-TZVPD basis set",
  "charge": 0,
  "e_tot_ha": -776.0530,
  "homo_lumo_gap_ev": 9.1,
  "species": ["C", "O", "C", "C", "C", "C", "C", "C", "N", "C", "N", "N", "C", "N", "N", "C", "C", "H", "H", "H", "H", "H", "H", "H", "H", "H", "H", "H", "H", "H"],
  "positions_angstrom": [[3.7910, -3.3020, 2.0769], [2.4187, -3.0111, 1.9903], [2.0270, -1.9466, 1.2298], [2.8836, -1.1116, 0.5222], [2.3665, -0.0614, -0.2162], [1.0023, 0.1862, -0.2729], [0.5004, 1.3459, -1.1001], [-0.9854, 1.5099, -1.0374], [-1.4756, 2.2803, -0.0795], [-2.8096, 2.3726, -0.0501], [-3.3529, 3.1157, 0.9296], [-3.6374, 1.7698, -0.9018], [-3.0320, 1.0358, -1.8337], [-3.8050, 0.4314, -2.7542], [-1.7093, 0.8717, -1.9431], [0.1545, -0.6536, 0.4378], [0.6555, -1.7041, 1.1786], [4.2154, -3.5412, 1.0960], [3.8676, -4.1753, 2.7232], [4.3518, -2.4735, 2.5225], [3.9515, -1.2654, 0.5365], [3.0457, 0.5792, -0.7610], [0.7842, 1.1856, -2.1427], [0.9635, 2.2659, -0.7370], [-4.3433, 3.2741, 0.9300], [-2.7429, 3.6367, 1.5316], [-4.8008, 0.4439, -2.6326], [-3.3721, -0.2136, -3.3893], [-0.9118, -0.4882, 0.4151], [-0.0012, -2.3573, 1.7314]]
}

{
  "formula": "C19H22N4O",
  "method": "ωB97M-V with the def2-TZVPD basis set",
  "charge": 0,
  "e_tot_ha": -1031.4263,
  "relative_energy_kcal_mol": 58.72,
  "homo_lumo_gap_ev": 8.2,
  "species": ["C", "C", "C", "C", "C", "C", "C", "C", "N", "C", "C", "C", "C", "C", "N", "C", "C", "C", "O", "N", "C", "C", "C", "N", "H", "H", "H", "H", "H", "H", "H", "H", "H", "H", "H", "H", "H", "H", "H", "H", "H", "H", "H", "H", "H", "H"],
  "positions_angstrom": [[-2.1646, 3.9860, 1.5326], [-2.1611, 2.4444, 1.3848], [-2.7207, 1.7390, 2.6223], [-3.8746, 0.9819, 2.5052], [-4.4538, 0.3529, 3.6131], [-3.7768, 0.4086, 4.8479], [-2.6000, 1.1832, 4.9876], [-2.0918, 1.8512, 3.8611], [-0.8163, 1.9532, 1.0055], [-0.6294, 0.9467, 0.0985], [0.7190, 0.9228, -0.1155], [1.4690, 0.0460, -0.9895], [0.8108, -1.1278, -1.6435], [1.5122, -1.9187, -2.5049], [0.7944, -3.0175, -3.0371], [0.9355, -3.3883, -4.4409], [0.7002, -4.1604, -2.0619], [2.9837, -1.6704, -2.7207], [3.6342, -2.4494, -3.3925], [3.5975, -0.6212, -2.0069], [5.0230, -0.3780, -2.1644], [2.8089, 0.2332, -1.1982], [1.3011, 1.9704, 0.6758], [0.3664, 2.5604, 1.3345], [-1.5256, 4.2845, 2.3903], [-3.1576, 4.3471, 1.7264], [-1.7590, 4.4258, 0.6044], [-2.8153, 2.2461, 0.5095], [-4.4129, 0.9440, 1.5751], [-5.3357, -0.2239, 3.5796], [-4.1282, -0.1007, 5.7170], [-2.1353, 1.2638, 5.9865], [-1.2200, 2.5129, 3.9115], [-1.4239, 0.3524, -0.3718], [-0.2149, -1.3933, -1.4264], [1.2392, -2.5261, -5.0057], [-0.0444, -3.7246, -4.8499], [1.6911, -4.1731, -4.5594], [0.8227, -5.1627, -2.5271], [1.4698, -4.1072, -1.2282], [-0.3150, -4.1284, -1.6488], [5.3500, -0.6305, -3.1864], [5.5613, -1.0067, -1.4549], [5.2978, 0.6703, -1.9578], [3.3362, 1.0372, -0.6717], [2.3526, 2.2445, 0.6949]]
}

{
  "formula": "C49H50LaN7O4PS2",
  "method": "ωB97M-V with the def2-TZVPD basis set",
  "charge": -1,
  "e_tot_ha": -3751.0140,
  "relative_energy_kcal_mol": 1.20,
  "homo_lumo_gap_ev": 6.6,
  "species": ["La", "N", "C", "S", "N", "N", "C", "C", "C", "C", "C", "C", "N", "H", "H", "H", "H", "H", "H", "H", "C", "C", "C", "C", "C", "C", "C", "P", "C", "C", "C", "C", "C", "C", "C", "C", "C", "C", "C", "C", "C", "C", "H", "H", "H", "H", "H", "H", "H", "H", "H", "H", "H", "H", "H", "H", "H", "H", "H", "H", "H", "H", "O", "S", "O", "O", "C", "N", "C", "C", "C", "N", "C", "C", "C", "N", "C", "C", "H", "H", "H", "H", "H", "H", "C", "C", "C", "C", "C", "C", "C", "C", "C", "C", "C", "C", "O", "H", "H", "H", "H", "H", "H", "H", "H", "H", "H", "H", "H", "H", "H", "H", "H", "H"],
  "positions_angstrom": [[-0.4861, -0.6458, 0.1396], [1.4895, -5.1282, -0.7373], [1.1793, -3.8094, -0.5955], [-0.4694, -3.3830, -0.9096], [2.2222, -3.0598, -0.3043], [1.9595, -1.7266, -0.1390], [3.0040, -0.9978, -0.2095], [2.9600, 0.4595, -0.0216], [4.1096, 1.2081, -0.2295], [4.0686, 2.5761, -0.0128], [2.8848, 3.1511, 0.4110], [1.7828, 2.3293, 0.5811], [1.8059, 1.0193, 0.3668], [0.7298, -5.7828, -0.7685], [2.3791, -5.4296, -0.3762], [3.9593, -1.4633, -0.4398], [5.0214, 0.7130, -0.5413], [4.9525, 3.1826, -0.1681], [2.8038, 4.2135, 0.5965], [0.8340, 2.7381, 0.9096], [-0.0656, -0.4142, -6.5452], [-1.4462, -0.0445, -6.0437], [-2.4239, 0.1700, -7.0204], [-3.7152, 0.5572, -6.7101], [-4.0629, 0.7610, -5.3824], [-3.1167, 0.5311, -4.3996], [-1.8116, 0.1166, -4.6971], [-0.7975, -0.0667, -3.1647], [0.7023, -1.0157, -3.6193], [1.9807, -0.4898, -3.4367], [3.1123, -1.2701, -3.6379], [2.9719, -2.5960, -4.0131], [1.7012, -3.1310, -4.1800], [0.5564, -2.3672, -3.9848], [-0.7959, -3.0071, -4.1794], [-0.2419, 1.6536, -2.9270], [0.4908, 2.3320, -3.9060], [0.9347, 3.6253, -3.7141], [0.6097, 4.2645, -2.5169], [-0.1523, 3.6237, -1.5628], [-0.6218, 2.3025, -1.7273], [-1.4495, 1.6463, -0.7026], [0.1140, 0.0826, -7.4993], [0.0278, -1.4894, -6.7141], [0.7298, -0.1367, -5.8623], [-2.1436, 0.0418, -8.0611], [-4.4396, 0.7134, -7.5005], [-5.0595, 1.0877, -5.1139], [-3.3841, 0.6919, -3.3609], [2.0953, 0.5425, -3.1286], [4.0977, -0.8422, -3.4912], [3.8457, -3.2199, -4.1589], [1.5910, -4.1772, -4.4445], [-0.7318, -4.0814, -4.0094], [-1.1770, -2.8384, -5.1903], [-1.5365, -2.6126, -3.4819], [0.7273, 1.8285, -4.8361], [1.5107, 4.1311, -4.4789], [0.9367, 5.2840, -2.3427], [-0.4378, 4.1618, -0.6638], [-2.3946, 1.2929, -1.1261], [-1.6968, 2.3515, 0.1003], [5.1645, 0.3417, 9.7902], [4.2261, -0.5074, 9.0914], [4.7781, -1.2340, 7.9683], [3.3260, -1.2696, 9.9392], [3.0550, 0.6609, 8.3258], [2.7390, 1.7676, 9.0096], [1.8604, 2.5768, 8.4378], [1.2861, 2.3242, 7.2031], [1.6781, 1.1547, 6.5786], [2.5571, 0.3304, 7.1325], [1.1725, 0.7433, 5.2309], [1.6985, -0.3888, 4.6180], [1.2402, -0.7457, 3.3664], [0.3173, -0.0473, 2.6966], [-0.1992, 1.0277, 3.2927], [0.1927, 1.4542, 4.5468], [1.6020, 3.4768, 8.9887], [0.5833, 3.0196, 6.7661], [2.4538, -0.9672, 5.1361], [1.6444, -1.6180, 2.8620], [-0.9630, 1.5689, 2.7404], [-0.2716, 2.3331, 4.9729], [-0.4666, -4.7362, 2.6682], [-1.1741, -3.3985, 2.8866], [-1.1495, -3.0033, 4.3658], [-2.5905, -3.4063, 2.3385], [-3.4678, -4.4155, 2.7184], [-4.7606, -4.4748, 2.2252], [-5.1690, -3.5118, 1.3142], [-4.3269, -2.4811, 0.9094], [-4.8119, -1.5097, -0.1519], [-3.9796, -1.6469, -1.4298], [-4.8908, -0.0552, 0.3256], [-3.0341, -2.4105, 1.4536], [-2.2069, -1.3863, 1.1416], [0.5979, -4.6524, 2.9065], [-0.5681, -5.0594, 1.6318], [-0.8881, -5.5105, 3.3158], [-0.6235, -2.6329, 2.3430], [-1.7499, -3.7011, 4.9555], [-1.5618, -2.0014, 4.5125], [-0.1320, -3.0165, 4.7665], [-3.1257, -5.1752, 3.4142], [-5.4346, -5.2640, 2.5345], [-6.1684, -3.5575, 0.8925], [-5.8300, -1.8202, -0.4013], [-2.9441, -1.3621, -1.2447], [-4.3736, -1.0181, -2.2294], [-3.9704, -2.6830, -1.7771], [-3.9172, 0.3067, 0.6519], [-5.5840, 0.0353, 1.1649], [-5.2462, 0.5961, -0.4799]]
}

{
  "formula": "C28H47NO7P4Pt",
  "method": "ωB97M-V with the def2-TZVPD basis set",
  "charge": 0,
  "e_tot_ha": -3161.6252,
  "relative_energy_kcal_mol": 0.00,
  "homo_lumo_gap_ev": 7.4,
  "species": ["Pt", "C", "C", "C", "P", "C", "C", "C", "C", "C", "C", "C", "C", "C", "C", "N", "C", "C", "C", "C", "C", "C", "C", "P", "C", "C", "C", "C", "C", "C", "H", "H", "H", "H", "H", "H", "H", "H", "H", "H", "H", "H", "H", "H", "H", "H", "H", "H", "H", "H", "H", "H", "H", "H", "H", "H", "H", "H", "H", "H", "H", "H", "H", "H", "H", "H", "H", "H", "H", "H", "C", "C", "O", "P", "O", "O", "O", "P", "O", "O", "O", "H", "H", "H", "H", "H", "H", "H"],
  "positions_angstrom": [[0.0088, -0.6310, -0.3455], [-3.3895, -2.1930, -1.7531], [-3.3739, -0.6726, -1.8938], [-4.7959, -0.1104, -1.8350], [-2.1567, 0.1270, -0.7588], [-2.9356, 0.7166, 0.8265], [-3.6816, -0.3745, 1.5905], [-3.7795, 1.9891, 0.7320], [-1.6652, 1.6848, -1.5666], [-2.3514, 2.3975, -2.5383], [-1.9127, 3.6464, -2.9630], [-2.6542, 4.4151, -4.0194], [-0.7676, 4.1703, -2.3638], [-0.0569, 3.4820, -1.3994], [-0.4858, 2.2107, -0.9923], [0.1910, 1.3894, -0.1132], [1.1658, 1.8911, 0.7499], [1.0251, 3.0603, 1.4917], [2.0341, 3.4444, 2.3609], [3.1914, 2.6903, 2.5228], [4.2531, 3.0885, 3.5084], [3.3363, 1.5329, 1.7591], [2.3499, 1.1325, 0.8756], [2.3242, -0.3033, -0.2413], [3.7111, -1.4341, 0.1960], [5.1184, -0.8060, 0.1830], [3.4563, -2.1371, 1.5277], [2.6633, 0.3572, -1.9528], [2.9272, -0.8093, -2.9027], [3.6814, 1.4839, -2.1294], [-4.0042, -2.6269, -2.5441], [-3.8295, -2.5020, -0.8014], [-2.3879, -2.6183, -1.8303], [-2.9411, -0.4308, -2.8733], [-5.2956, -0.4094, -0.9134], [-5.3752, -0.5153, -2.6674], [-4.8309, 0.9745, -1.8999], [-2.0257, 0.9476, 1.3936], [-4.6448, -0.5993, 1.1296], [-3.8862, -0.0152, 2.6004], [-3.1094, -1.3018, 1.6738], [-4.7322, 1.8076, 0.2346], [-3.2713, 2.8001, 0.2160], [-4.0063, 2.3271, 1.7451], [-3.2375, 1.9771, -2.9949], [-3.3746, 3.7785, -4.5317], [-1.9738, 4.8191, -4.7698], [-3.2029, 5.2555, -3.5894], [-0.4035, 5.1397, -2.6831], [0.8449, 3.9092, -0.9843], [0.1243, 3.6534, 1.4045], [1.9066, 4.3489, 2.9438], [4.0788, 4.0948, 3.8860], [5.2443, 3.0677, 3.0541], [4.2703, 2.4112, 4.3638], [4.2390, 0.9481, 1.8706], [3.6644, -2.1874, -0.5981], [5.4499, -0.6056, 1.2014], [5.1929, 0.1220, -0.3695], [5.8312, -1.5104, -0.2482], [3.3446, -1.4208, 2.3412], [4.3027, -2.7841, 1.7637], [2.5646, -2.7541, 1.4729], [1.6847, 0.7716, -2.2091], [3.9267, -1.2231, -2.7557], [2.8634, -0.4662, -3.9366], [2.1979, -1.6109, -2.7703], [4.7003, 1.1106, -2.2050], [3.6347, 2.2141, -1.3204], [3.4687, 2.0099, -3.0620], [-1.6562, -5.0790, 2.1764], [-1.2683, -3.7268, 1.5914], [-2.4564, -3.0916, 1.1176], [-0.4992, -2.6689, 2.8804], [-1.4664, -2.8320, 4.1417], [0.7788, -3.4932, 3.3053], [-0.3092, -1.2613, 2.4916], [-0.0504, -3.9132, 0.2287], [-0.6776, -5.1300, -0.6120], [1.2816, -4.2597, 0.8048], [-0.1709, -2.6963, -0.6780], [-2.4157, -4.9256, 2.9409], [-0.7989, -5.5735, 2.6296], [-2.0583, -5.7131, 1.3897], [-2.2015, -2.5044, 0.3902], [-1.6394, -1.9694, 4.5388], [1.1822, -3.9210, 2.5060], [-0.0085, -5.5863, -1.1359]]
}